{"formula": "C36H84AsF6O22P4S3", "method": "ωB97M-V with the def2-TZVPD basis set", "species": ["As", "F", "F", "F", "F", "F", "F", "C", "C", "C", "S", "O", "O", "C", "H", "H", "H", "H", "H", "H", "H", "H", "C", "C", "C", "S", "O", "O", "C", "H", "H", "H", "H", "H", "H", "H", "H", "C", "C", "C", "S", "O", "O", "C", "H", "H", "H", "H", "H", "H", "H", "H", "C", "C", "O", "P", "O", "O", "C", "C", "O", "C", "C", "H", "H", "H", "H", "H", "H", "H", "H", "H", "H", "H", "H", "H", "H", "H", "C", "C", "O", "P", "O", "O", "C", "C", "O", "C", "C", "H", "H", "H", "H", "H", "H", "H", "H", "H", "H", "H", "H", "H", "H", "H", "C", "C", "O", "P", "O", "O", "C", "C", "O", "C", "C", "H", "H", "H", "H", "H", "H", "H", "H", "H", "H", "H", "H", "H", "H", "H", "C", "C", "O", "P", "O", "O", "C", "C", "O", "C", "C", "H", "H", "H", "H", "H", "H", "H", "H", "H", "H", "H", "H", "H", "H", "H"], "xyz": [[0.076, 0.763, -0.611], [1.351, -0.395, -0.433], [-1.209, -0.393, -0.781], [-1.068, 2.049, -0.843], [1.245, 2.006, -0.310], [0.336, 0.822, -2.324], [-0.188, 0.593, 1.108], [-4.416, 1.633, -0.619], [-5.294, 0.520, -1.262], [-6.633, 1.134, -1.625], [-6.932, 2.371, -0.341], [-7.797, 1.794, 0.657], [-7.226, 3.618, -1.006], [-5.254, 2.442, 0.352], [-4.129, 2.170, -1.529], [-3.543, 1.139, -0.204], [-5.505, -0.223, -0.482], [-4.753, 0.037, -2.070], [-7.477, 0.458, -1.514], [-6.611, 1.676, -2.567], [-5.357, 1.883, 1.281], [-4.910, 3.458, 0.510], [-0.017, 2.355, -6.033], [-0.918, 1.266, -5.450], [-1.735, 1.956, -4.364], [-2.003, 3.669, -4.945], [-1.398, 4.600, -4.036], [-3.372, 3.836, -5.382], [-1.000, 3.472, -6.402], [0.519, 2.087, -6.940], [0.657, 2.735, -5.263], [-0.276, 0.590, -4.879], [-1.431, 0.647, -6.181], [-1.089, 2.079, -3.496], [-2.729, 1.637, -4.062], [-0.569, 4.393, -6.790], [-1.638, 3.076, -7.195], [1.402, -3.168, -3.387], [1.477, -4.344, -4.373], [1.324, -3.778, -5.796], [0.676, -2.089, -5.639], [-0.593, -1.975, -6.327], [1.702, -1.110, -5.866], [0.299, -2.254, -3.917], [2.324, -2.583, -3.423], [1.142, -3.417, -2.360], [0.666, -5.048, -4.204], [2.451, -4.800, -4.201], [0.618, -4.292, -6.439], [2.306, -3.613, -6.239], [-0.627, -2.842, -3.932], [0.039, -1.334, -3.405], [-0.688, 5.481, -1.229], [-0.149, 6.899, -1.264], [1.190, 6.937, -1.807], [2.403, 7.339, -0.897], [3.666, 7.372, -1.630], [1.958, 8.683, -0.200], [2.975, 9.547, 0.342], [2.349, 10.910, 0.580], [2.349, 6.337, 0.332], [2.602, 4.954, 0.110], [4.036, 4.567, 0.359], [-0.401, 4.913, -2.113], [-0.398, 4.922, -0.340], [-1.779, 5.543, -1.260], [-0.779, 7.464, -1.954], [-0.196, 7.407, -0.302], [3.473, 9.101, 1.200], [3.713, 9.676, -0.456], [1.784, 11.199, -0.302], [1.702, 10.887, 1.457], [3.136, 11.644, 0.758], [1.922, 4.349, 0.710], [2.324, 4.652, -0.905], [4.623, 5.094, -0.404], [4.472, 4.890, 1.305], [4.202, 3.499, 0.226], [7.509, -1.392, 3.806], [7.265, -2.807, 3.358], [5.841, -2.986, 3.282], [5.141, -4.034, 2.339], [6.058, -4.909, 1.620], [4.143, -4.770, 3.326], [3.910, -6.182, 3.165], [3.148, -6.513, 1.900], [4.220, -3.166, 1.446], [3.186, -2.273, 1.914], [3.628, -0.833, 1.811], [7.178, -0.707, 3.027], [7.039, -1.195, 4.767], [8.584, -1.227, 3.919], [7.707, -2.956, 2.372], [7.675, -3.547, 4.045], [4.842, -6.706, 3.359], [3.249, -6.451, 3.994], [3.795, -6.749, 1.051], [2.357, -7.256, 1.976], [2.617, -5.622, 1.543], [2.363, -2.425, 1.214], [2.848, -2.540, 2.914], [3.745, -0.456, 0.798], [2.891, -0.216, 2.329], [4.602, -0.698, 2.290], [-2.788, 1.289, 2.615], [-1.968, 1.110, 3.865], [-1.952, 2.342, 4.627], [-0.934, 2.494, 5.833], [-1.114, 3.744, 6.570], [-1.110, 1.174, 6.699], [-2.321, 1.009, 7.466], [-2.854, -0.393, 7.217], [0.524, 2.213, 5.286], [0.943, 2.734, 4.010], [2.458, 2.848, 4.096], [-2.194, 1.564, 1.744], [-3.328, 0.401, 2.281], [-3.526, 2.085, 2.736], [-2.422, 0.378, 4.533], [-0.961, 0.779, 3.614], [-2.149, 1.259, 8.510], [-3.030, 1.736, 7.060], [-3.667, -0.373, 6.493], [-2.035, -1.008, 6.847], [-3.272, -0.864, 8.108], [0.615, 2.139, 3.159], [0.540, 3.745, 3.900], [2.828, 3.124, 3.110], [2.714, 3.609, 4.826], [2.897, 1.867, 4.279], [-3.102, -2.743, -1.523], [-1.934, -3.678, -1.347], [-2.395, -4.707, -0.417], [-2.531, -6.211, -0.795], [-2.695, -6.468, -2.216], [-1.280, -6.922, -0.086], [0.053, -6.561, -0.494], [0.289, -6.734, -1.973], [-3.670, -6.647, 0.184], [-3.955, -8.019, 0.450], [-5.070, -8.599, -0.408], [-2.816, -1.989, -2.270], [-4.004, -3.224, -1.885], [-3.180, -2.151, -0.613], [-1.717, -4.188, -2.286], [-1.080, -3.153, -0.929], [0.219, -5.530, -0.165], [0.717, -7.176, 0.113], [-0.349, -5.986, -2.455], [1.286, -6.702, -2.398], [-0.210, -7.632, -2.352], [-3.051, -8.625, 0.473], [-4.355, -8.032, 1.469], [-6.036, -8.168, -0.157], [-4.909, -8.429, -1.476], [-5.055, -9.682, -0.271]], "forces_ev_per_angstrom": [[0.3, 0.8, 0.7], [-0.2, -0.6, -0.4], [0.2, -0.4, -0.5], [-0.5, -0.1, 0.4], [0.3, 0.1, 0.0], [0.2, -0.4, -0.2], [-0.1, 0.5, 0.1], [-0.2, -0.8, -1.7], [-0.3, -0.2, 1.6], [0.1, 0.3, 0.3], [0.9, 0.3, -0.5], [-0.3, 0.2, 0.0], [-0.4, 0.1, 0.3], [-0.2, -0.9, -0.2], [0.4, 0.7, 0.6], [0.2, 0.4, 0.2], [0.2, -0.2, -0.2], [-0.2, 0.0, -0.2], [0.0, -0.1, -0.4], [-0.2, -0.1, -0.1], [0.1, 0.3, 0.2], [-0.2, 0.1, 0.0], [-0.7, 0.8, -0.3], [0.9, -0.8, 1.0], [-0.1, 1.4, 0.0], [-0.3, -0.9, -0.9], [0.0, 0.3, 0.1], [-0.1, 0.2, 0.4], [0.3, -0.3, -0.7], [0.2, -0.4, 0.2], [0.2, -0.2, -0.1], [0.0, -0.2, -0.3], [-0.3, 0.3, -0.1], [-0.2, -0.1, 0.2], [0.1, -0.5, -0.2], [0.1, 0.2, 0.5], [-0.3, 0.1, 0.2], [-0.5, 1.1, -0.1], [-0.1, 0.5, 0.2], [0.7, 0.8, 0.2], [-1.4, -0.1, 0.6], [0.4, 0.0, -0.5], [0.4, -0.1, -0.1], [-0.6, -0.9, 0.1], [0.2, -0.2, 0.3], [0.4, -0.3, 0.0], [0.1, -0.1, 0.2], [-0.1, -0.5, -0.4], [0.2, -0.2, -0.1], [-0.1, -0.3, -0.4], [0.0, 0.1, -0.1], [0.6, 0.3, 0.0], [-0.1, -0.1, 0.2], [-0.6, -0.3, -0.5], [-0.1, 0.3, 0.1], [0.1, -0.6, -0.2], [0.2, 0.1, 0.0], [-0.1, 0.2, 0.4], [0.2, 0.6, -1.2], [0.1, -0.4, 0.6], [0.0, 0.2, 0.4], [-0.3, -1.4, -0.1], [0.8, 0.7, -0.7], [0.1, 0.2, 0.1], [0.1, 0.0, 0.0], [0.0, -0.1, 0.1], [0.3, 0.1, -0.1], [0.1, -0.1, 0.1], [-0.2, 0.0, 0.2], [0.2, -0.2, 0.2], [-0.1, 0.0, 0.0], [-0.1, 0.1, -0.1], [0.0, 0.0, 0.0], [-0.1, 0.4, 0.4], [0.1, 0.3, -0.1], [0.1, -0.2, 0.1], [-0.5, -0.1, 0.2], [-0.2, -0.1, 0.0], [0.6, 0.0, 0.0], [-0.1, 0.0, -0.2], [0.0, 0.2, 0.5], [0.3, -0.1, 0.5], [0.2, -0.3, -0.4], [0.0, -0.2, 0.2], [-0.9, -0.2, 0.9], [0.1, 0.6, -1.4], [-0.4, 0.2, -0.7], [-0.3, 0.3, -0.8], [0.5, 0.2, 0.5], [-0.3, 0.1, 0.2], [-0.2, 0.2, -0.1], [0.0, -0.1, 0.1], [0.0, -0.2, 0.0], [0.0, 0.0, 0.0], [0.1, -0.1, -0.6], [0.2, 0.3, 0.1], [0.1, -0.2, 0.2], [0.3, -0.3, 0.4], [0.1, 0.1, 0.4], [-0.1, -0.1, 0.2], [0.2, -0.1, 0.1], [-0.3, -0.3, -0.2], [0.0, 0.1, -0.1], [-0.1, 0.0, 0.2], [-0.4, 0.6, -0.9], [-0.4, -0.4, 0.3], [0.3, 0.2, -0.4], [0.3, 0.0, 0.4], [-0.2, 0.0, -0.2], [0.2, -0.3, 0.3], [-0.4, 0.5, -0.8], [-0.1, -0.1, 0.2], [-0.5, -0.5, -0.3], [0.8, 1.0, 0.4], [-0.5, -0.4, -0.9], [0.2, 0.1, 0.2], [0.1, -0.2, 0.4], [0.0, -0.1, 0.3], [0.1, -0.2, -0.1], [0.0, 0.1, 0.1], [0.3, -0.1, 0.0], [-0.1, 0.0, 0.4], [0.2, -0.1, -0.2], [-0.1, -0.1, 0.0], [0.2, 0.1, 0.1], [-0.1, -0.3, 0.2], [-0.2, -0.1, -0.1], [0.1, 0.3, -0.1], [0.3, -0.2, 0.1], [0.0, 0.1, 0.5], [1.0, 1.3, -0.5], [-1.3, -0.7, -0.3], [0.6, 0.8, 0.4], [0.5, 0.0, 0.8], [-0.2, -0.4, -0.8], [0.1, -0.2, -0.5], [0.6, -0.1, 0.7], [-1.6, 0.0, -0.9], [-0.4, -0.1, 0.0], [-0.9, -0.3, 0.8], [0.6, 0.1, -0.7], [0.0, -0.1, 0.0], [-0.1, -0.2, 0.4], [-0.7, -0.2, 0.1], [0.3, 0.1, 0.0], [0.1, -0.2, 0.1], [0.1, 0.0, -0.2], [-0.1, -0.1, 0.0], [0.5, 0.2, -0.2], [0.3, 0.2, 0.6], [0.3, -0.3, 0.4], [0.1, 0.1, -0.4], [0.3, 0.1, 0.1], [0.0, -0.1, 0.1], [0.2, 0.1, 0.1], [-0.3, 0.0, 0.2]], "lowdin_charge": [0.72, -0.25, -0.25, -0.25, -0.25, -0.24, -0.26, -0.22, -0.22, -0.22, 0.68, -0.33, -0.33, -0.21, 0.12, 0.08, 0.12, 0.11, 0.10, 0.10, 0.09, 0.11, -0.20, -0.21, -0.20, 0.67, -0.32, -0.34, -0.24, 0.12, 0.13, 0.08, 0.11, 0.07, 0.10, 0.11, 0.10, -0.20, -0.21, -0.20, 0.65, -0.34, -0.31, -0.24, 0.12, 0.11, 0.09, 0.11, 0.10, 0.10, 0.10, 0.09, -0.07, -0.24, -0.16, 0.34, -0.22, -0.18, -0.26, -0.07, -0.17, -0.29, -0.08, 0.05, 0.07, 0.08, 0.12, 0.11, 0.12, 0.11, 0.08, 0.07, 0.07, 0.10, 0.12, 0.07, 0.07, 0.08, -0.08, -0.26, -0.18, 0.32, -0.21, -0.18, -0.25, -0.08, -0.16, -0.23, -0.06, 0.08, 0.08, 0.08, 0.12, 0.12, 0.12, 0.11, 0.08, 0.07, 0.07, 0.11, 0.12, 0.08, 0.08, 0.06, -0.07, -0.23, -0.17, 0.35, -0.23, -0.20, -0.25, -0.07, -0.18, -0.25, -0.06, 0.05, 0.09, 0.08, 0.10, 0.10, 0.12, 0.11, 0.07, 0.08, 0.07, 0.10, 0.12, 0.06, 0.08, 0.07, -0.07, -0.24, -0.16, 0.34, -0.22, -0.18, -0.25, -0.08, -0.15, -0.26, -0.07, 0.07, 0.09, 0.07, 0.09, 0.12, 0.11, 0.10, 0.04, 0.08, 0.09, 0.11, 0.12, 0.08, 0.07, 0.08], "gap_ev": 10.02, "energy_ha": -8472.961753, "lumo_energy_ev": 1.9, "total_charge": -1, "multiplicity": 1}